1.
28
Properties=species:S:1:pos:R:3:nbo_charge:R:1 method="wB97M-V/def2-TZVPD" largest_force_ev_per_a=3.33 orbital_gap_ha=0.3544 homo_ev=-9.28 smiles="C=CCCCO.O.O.O.O" e_above_lowest_kcal_mol=55.2 total_energy_ha=-577.37619 molar_mass_g_mol=158.19
C -1.98 1.18 0.23 -0.45
C -1.55 1.91 -0.80 -0.15
C -0.23 2.57 -0.99 -0.46
C 0.99 1.53 -0.98 -0.42
C 0.90 0.50 -2.09 -0.10
O 2.16 0.79 -2.84 -0.73
H -3.11 1.17 0.31 0.20
H -1.50 0.86 1.16 0.19
H -2.32 2.06 -1.68 0.20
H -0.13 3.22 -0.11 0.22
H -0.26 3.18 -1.91 0.21
H 1.88 2.18 -0.95 0.22
H 1.12 1.16 0.03 0.21
H 0.12 0.78 -2.78 0.18
H 0.89 -0.51 -1.63 0.21
H 2.85 0.63 -2.13 0.46
O 1.48 -1.08 0.52 -0.98
H 2.14 -1.73 0.80 0.50
H 0.99 -0.67 1.24 0.48
O -0.87 -3.20 1.55 -0.94
H -0.76 -2.22 1.50 0.49
H -1.18 -3.40 0.66 0.47
O -1.50 -0.03 3.47 -0.98
H -1.44 0.93 3.35 0.49
H -2.33 -0.43 3.79 0.50
O 1.36 -3.72 0.18 -1.07
H 1.55 -3.67 -0.75 0.52
H 0.73 -4.01 0.82 0.54



2.
15
Properties=species:S:1:pos:R:3:nbo_charge:R:1 method="wB97M-V/def2-TZVPD" largest_force_ev_per_a=2.65 orbital_gap_ha=0.3706 homo_ev=-9.14 e_above_lowest_kcal_mol=98.6 total_energy_ha=-378.98391 molar_mass_g_mol=104.11
C -1.10 0.42 1.22 0.31
C -0.83 -1.16 -1.15 -0.26
C 1.11 0.25 -0.06 0.82
N 1.49 1.44 -0.57 -0.79
O -0.14 1.14 1.62 -0.70
O -0.52 0.08 -0.54 -0.62
N 1.73 -0.72 0.37 -0.78
H 2.14 1.94 0.01 0.41
H 0.73 2.02 -0.90 0.41
H -1.16 -0.65 1.48 0.10
H -2.12 0.85 1.21 0.13
H 1.46 -1.13 1.26 0.41
H -1.88 -1.40 -0.95 0.19
H -0.25 -2.01 -0.77 0.19
H -0.66 -1.09 -2.22 0.19